A 2-piece molecular cluster, C19H27FN2O4 overall in a non-equilibrium geometry, computed with ωB97M-V/def2-TZVPD.

HOMO-LUMO gap: 0.131 Eh
Energy above the lowest of the compared OMol25 structures with the same formula, charge and spin: 615.25 kcal per mole
Calculated total energy: -34004.27046 eV
LUMO level: -2.63 eV

Each line ends with the natural charge from an NBO analysis.
Positions of all 53 atoms, in Å:
C 5.2171 -1.0740 2.2940  -0.2714
C 4.7130 -0.2828 1.2176  -0.0745
C 4.0113 0.7262 0.0834  -0.4972
C 2.3779 0.4043 0.1934  0.2936
N 1.8787 -0.9469 -0.3096  -0.5503
C 0.3964 -1.3760 -0.2774  0.2892
C 0.0945 -2.8860 -0.8815  -0.2798
C 0.4385 -3.9355 0.3746  -0.6303
C 0.9999 -3.2870 -2.1874  -0.4131
C 0.7809 -2.3378 -3.5061  -0.6374
C -0.7879 -0.3868 0.3684  0.0353
C -2.3586 -0.8475 0.4345  -0.2703
C -2.6789 -1.3661 1.9911  -0.6247
C -3.4427 0.2799 -0.0506  -0.4280
C -2.9609 1.2252 -1.2991  -0.4298
C -3.9571 2.5679 -1.2708  -0.6349
C -0.2336 1.0746 0.9640  -0.0246
C -1.2289 2.1798 1.6887  0.7242
O -1.3664 3.4178 1.1504  -0.4664
O -2.0279 1.8281 2.9057  -0.7357
C 1.3719 1.5235 0.8675  0.0195
C 1.9586 2.9659 1.3922  -0.1708
O 2.5582 3.8046 0.3318  -0.2607
N 2.0435 3.5265 -0.8802  0.3228
O 2.7919 4.0415 -1.7257  -0.3361
H 5.1655 -1.7346 3.2871  0.2983
H 4.2794 1.8400 0.3318  0.3174
H 4.4309 0.4106 -0.9827  0.2736
H 2.6335 -1.5921 -0.6921  0.4528
H -1.0270 -3.0807 -1.1519  0.2522
H -0.3157 -4.8307 0.4399  0.2398
H 1.5712 -4.2697 0.3827  0.2263
H 0.2868 -3.3133 1.3820  0.2246
H 0.6933 -4.3917 -2.5181  0.2357
H 2.1457 -3.3817 -1.8665  0.1951
H 1.2642 -2.9029 -4.4396  0.2331
H 1.3218 -1.3128 -3.3167  0.2204
H -0.3625 -2.2203 -3.7350  0.2258
H -2.5445 -1.8082 -0.2420  0.2344
H -3.2117 -0.5542 2.6440  0.2486
H -1.6646 -1.7616 2.4692  0.2208
H -3.3641 -2.3359 1.8870  0.2216
H -3.8108 0.9680 0.8495  0.2334
H -4.4142 -0.3138 -0.4007  0.2319
H -3.1074 0.7551 -2.3654  0.2151
H -1.8718 1.6453 -1.2193  0.2262
H -5.1037 2.2764 -1.2457  0.2047
H -3.7674 3.2760 -2.2130  0.2283
H -3.7782 3.2302 -0.2945  0.2289
H -1.8078 2.4659 3.6583  0.5230
H 1.1344 3.6519 1.9156  0.3213
H 2.7384 2.7232 2.2596  0.2397
F 1.8963 5.7228 1.3077  -0.9216

=====

A 6-piece molecular cluster, C30H42F15NO16 overall in a non-equilibrium geometry, computed with ωB97M-V/def2-TZVPD.

HOMO-LUMO gap: 0.343 Eh
Structure (SMILES): CC(C)C[C@H](C)CO[C@@H]1OC(=O)O[C@H]1ON=O.CCOC(=O)C(F)(F)F.CCOC(=O)C(F)(F)F.CCOC(=O)C(F)(F)F.CCOC(=O)C(F)(F)F.CCOC(=O)C(F)(F)F
Calculated total energy: -106798.48368 eV
LUMO level: -1.41 eV

Each line ends with the Löwdin charge.
Positions of all 104 atoms, in Å:
C 3.9148 -1.3614 0.7162  -0.0893
C 3.4797 -0.8734 -0.7787  -0.3600
C 4.2128 -1.9159 -1.8033  -0.1047
C 1.8835 -1.0310 -0.8708  -0.1648
C 1.0399 0.2473 -0.3847  -0.2805
C 1.7955 1.2150 0.6513  -0.0860
C -0.3987 -0.1023 0.2606  -0.1492
O -0.4368 -1.3585 0.9930  -0.0789
C -1.5266 -2.1951 0.5900  -0.1854
O -1.0960 -3.5066 1.1243  0.0374
C -0.6876 -4.3948 0.0625  -0.3401
O 0.1855 -5.2838 0.0812  0.1232
O -1.5502 -4.0890 -1.0569  0.0803
C -1.6632 -2.6399 -0.9468  -0.1840
O -2.9781 -2.2768 -1.4962  -0.0750
N -2.9013 -1.0724 -2.1442  -0.0256
O -2.5305 -1.2126 -3.2706  0.1001
H 2.9451 -1.3474 1.3416  0.0620
H 4.6222 -0.5950 1.1817  0.0834
H 4.3490 -2.4156 0.7421  0.0794
H 3.8275 0.1845 -1.0266  0.1213
H 4.3794 -2.9478 -1.3348  0.0727
H 5.2738 -1.4861 -1.9938  0.0834
H 3.7076 -1.9621 -2.8272  0.0694
H 1.6378 -1.1730 -1.9978  0.1126
H 1.6086 -2.0184 -0.3660  0.1151
H 0.8304 0.8865 -1.3287  0.1447
H 1.1640 2.1876 0.7030  0.0943
H 1.7618 0.7940 1.7306  0.0877
H 2.8414 1.5393 0.3365  0.0604
H -1.2204 0.0176 -0.5311  0.1190
H -0.6020 0.7303 1.0426  0.1378
H -2.4888 -2.0367 1.2080  0.1991
H -0.8016 -2.2068 -1.5599  0.1741
C -6.2399 -1.3948 -2.0033  -0.0561
C -6.3253 -0.7025 -3.3492  -0.2059
O -7.6182 -0.1033 -3.5246  0.0225
C -7.7767 1.1287 -2.9948  -0.3649
O -6.9160 1.7268 -2.4015  0.1651
C -9.1755 1.6623 -3.2945  -0.5109
F -10.1352 0.7287 -3.1210  0.1534
F -9.2854 2.0901 -4.5711  0.1559
F -9.5131 2.7039 -2.5115  0.1571
H -7.0515 -2.1183 -1.8908  0.0880
H -5.2876 -1.9150 -1.8966  0.0475
H -6.3371 -0.6768 -1.1851  0.0852
H -6.2075 -1.4372 -4.1490  0.1296
H -5.5291 0.0368 -3.4721  0.1187
C 3.5857 7.9303 -0.4836  -0.0548
C 4.2190 6.8435 -1.3290  -0.2006
O 4.8890 5.8844 -0.4953  0.0240
C 4.1177 4.8997 0.0113  -0.3640
O 2.9353 4.7914 -0.1933  0.1582
C 4.9623 3.9303 0.8345  -0.5100
F 5.8518 4.5609 1.6302  0.1562
F 5.6800 3.0968 0.0493  0.1523
F 4.2194 3.1493 1.6412  0.1475
H 4.3316 8.3947 0.1670  0.0835
H 3.1400 8.7009 -1.1158  0.0678
H 2.8075 7.5203 0.1652  0.0815
H 4.9793 7.2803 -1.9805  0.1291
H 3.4834 6.3573 -1.9748  0.1093
C -0.3071 -8.0737 1.4282  -0.0630
C 0.3376 -9.1507 0.5792  -0.1975
O 0.9958 -10.1197 1.4107  0.0217
C 0.2178 -11.1107 1.8953  -0.3676
O -0.9613 -11.2169 1.6733  0.1624
C 1.0519 -12.0892 2.7187  -0.5108
F 1.9294 -11.4654 3.5336  0.1523
F 1.7798 -12.9121 1.9325  0.1547
F 0.2987 -12.8798 3.5063  0.1557
H 0.4296 -7.6172 2.0942  0.0882
H -0.7429 -7.2967 0.7996  0.0576
H -1.0944 -8.4912 2.0614  0.0805
H 1.1069 -8.7063 -0.0563  0.1286
H -0.3892 -9.6292 -0.0828  0.1262
C -1.1349 11.4604 -3.7894  -0.0615
C -1.5109 10.4453 -2.7283  -0.2049
O -1.1812 9.1173 -3.1646  0.0246
C 0.0905 8.7213 -2.9479  -0.3601
O 0.9340 9.4053 -2.4259  0.1553
C 0.2877 7.2812 -3.4152  -0.5062
F -0.2965 7.0380 -4.6072  0.1572
F -0.2398 6.3955 -2.5436  0.1607
F 1.5871 6.9535 -3.5551  0.1512
H -1.6028 11.2088 -4.7447  0.0841
H -1.4521 12.4627 -3.4943  0.0837
H -0.0550 11.4728 -3.9563  0.0784
H -2.5910 10.4646 -2.5670  0.1272
H -1.0384 10.6728 -1.7691  0.1256
C -0.8544 -2.7899 6.6269  -0.0621
C 0.0332 -3.5032 5.6263  -0.2051
O 0.8514 -2.5594 4.9189  0.0207
C 2.0014 -2.1981 5.5275  -0.3635
O 2.3606 -2.6135 6.5993  0.1659
C 2.7894 -1.2325 4.6461  -0.5032
F 2.0063 -0.2898 4.0772  0.1440
F 3.4111 -1.8731 3.6330  0.1452
F 3.7456 -0.5695 5.3229  0.1602
H -1.4465 -2.0157 6.1317  0.0822
H -1.5315 -3.4948 7.1135  0.0827
H -0.2586 -2.2928 7.3964  0.0789
H -0.5848 -4.0062 4.8790  0.1248
H 0.6448 -4.2710 6.1074  0.1262